1.
This record from OMol25 describes a 5-piece molecular cluster, C12H28O14S3 overall. The level of theory is ωB97M-V with the def2-TZVPD basis set.

The geometry in ORCA input format:
```
! wB97M-V def2-TZVPD RIJCOSX def2/J DEFGRID3
* xyz 0 1
C 1.8492 -1.0446 -1.4088
C 2.7536 0.1769 -1.7402
C 2.4136 1.1324 -0.5764
S 0.5578 1.1765 -0.5015
O 0.2037 2.1961 -1.4998
O 0.1045 1.2517 0.9011
C 0.4113 -0.4749 -1.2870
H 2.2278 -1.5968 -0.5487
H 1.8747 -1.8393 -2.1544
H 2.5652 0.6360 -2.7106
H 3.8162 -0.0083 -1.5829
H 3.0023 2.0314 -0.3942
H 2.5722 0.6690 0.3974
H -0.0562 -0.3017 -2.2563
H -0.1462 -1.1061 -0.5949
C -4.4670 1.0389 0.2548
C -2.9779 1.1296 0.6774
O -2.6453 -0.1682 1.1452
S -3.9599 -1.0466 1.5383
O -3.8570 -1.4819 2.9049
O -4.2419 -1.9070 0.4351
O -4.9780 0.2418 1.3327
H -4.6781 0.3685 -0.5783
H -5.0582 1.9546 0.2520
H -2.8551 1.8430 1.4923
H -2.2760 1.4890 -0.0750
C -2.4003 5.2319 -2.4530
C -2.6403 3.6983 -2.7736
O -3.8167 3.3901 -1.9180
S -4.4177 4.6922 -1.0672
O -4.7422 4.3583 0.2774
O -5.4109 5.3343 -1.9083
O -3.0317 5.4795 -1.2452
H -2.8432 5.8771 -3.2117
H -1.3303 5.4342 -2.4042
H -1.7113 3.1283 -2.7645
H -3.0183 3.7477 -3.7948
C -1.1375 -4.6278 2.5964
C -1.0467 -3.5965 1.5327
O -0.7983 -2.2805 1.9441
O -1.7750 -5.8399 2.1010
H -1.7255 -4.3160 3.4596
H -0.0925 -4.8568 2.8056
H -1.9665 -3.5138 0.9538
H -0.2188 -3.7535 0.8413
H -1.6644 -2.0123 2.2597
H -1.5330 -6.0490 1.1958
C 6.1042 -2.4648 1.0210
C 6.1309 -0.8878 1.1568
O 6.9803 -0.4276 0.0910
O 7.3959 -2.9589 1.2652
H 5.7462 -2.7234 0.0245
H 5.3806 -2.7681 1.7777
H 6.4798 -0.6162 2.1531
H 5.1196 -0.5536 0.9249
H 7.9002 -0.3145 0.3411
H 7.9284 -2.1709 1.3956
*
```

Summary:
F_max   3.62 eV/Å
Electronic energy   -2721.76837 hartree
ΔE to the lowest compared entry with this formula, charge and spin   0.899 eV
HOMO-LUMO gap   0.37786 hartree

***

2.
This record from OMol25 describes a 2-piece molecular cluster, C12H16N2O overall. The level of theory is ωB97M-V with the def2-TZVPD basis set.

The geometry in ORCA input format:
```
! wB97M-V def2-TZVPD RIJCOSX def2/J DEFGRID3
* xyz 1 2
C -2.7480 -1.4832 -1.5898
C -1.2770 0.5580 -1.1046
C -1.8315 -0.3666 -1.9953
C -0.4041 1.3939 -1.8530
C -1.4747 0.0345 -3.2931
C -0.5169 1.7791 0.7621
C 0.3146 2.6157 -0.0106
C -1.2901 0.7544 0.3220
C 0.3906 2.4468 -1.4054
N -0.6454 1.0763 -3.2168
H -0.5797 1.9988 1.8240
H 0.8784 3.4803 0.3182
H -1.8356 0.1660 1.0433
H 1.0140 2.9248 -2.1422
H -3.4969 -1.7518 -2.3358
H -3.2244 -1.2097 -0.6525
H -1.7868 -0.2096 -4.2957
H -0.2426 1.5289 -4.0268
H -2.2102 -2.4139 -1.4290
C 1.2770 -1.1616 1.6662
C 1.3765 -2.6975 1.7251
C 2.3063 -0.5417 2.5218
O 3.1527 -1.1689 3.1216
N 2.2789 0.8242 2.6762
H 1.6185 -1.0052 0.6338
H 0.2595 -0.8449 1.8576
H 0.6382 -3.2096 1.1075
H 1.2293 -3.0969 2.7179
H 2.9585 1.2402 3.2850
H 1.4957 1.3575 2.3268
H 2.3755 -3.0185 1.4413
*
```

Summary:
F_max   2.60 eV/Å
Electronic energy   -651.34250 hartree
ΔE to the lowest compared entry with this formula, charge and spin   0.691 eV
HOMO-LUMO gap (alpha / beta)   0.29731 / 0.17950 hartree

***

3.
This record from OMol25 describes a 3-piece molecular cluster, C23H56F4N9O4P2S overall. The level of theory is ωB97M-V with the def2-TZVPD basis set.

The geometry in ORCA input format:
```
! wB97M-V def2-TZVPD RIJCOSX def2/J DEFGRID3
* xyz 1 1
N 1.0534 -0.3215 9.0973
C 0.5618 -1.6737 8.7395
C 0.6356 -2.0391 7.2139
C -0.8038 -2.2471 6.6328
C -1.1709 -1.3670 5.4069
C -1.1951 0.1420 5.6693
C -1.5760 0.9291 4.3431
N -3.0606 0.8682 4.3167
C -1.2870 2.3511 4.9377
N -0.3738 2.2938 5.8333
C 0.0354 3.5020 6.5783
C 1.3798 3.3548 7.3386
C 1.7319 4.7472 7.8761
F 2.1971 5.5437 6.9130
F 0.6589 5.3551 8.4008
F 2.6496 4.6405 8.8248
C 0.1258 0.8987 5.9387
S 1.5190 0.7454 4.7418
O 1.2975 -0.2577 3.7666
O 2.6877 0.4881 5.5006
F 1.6489 2.1446 3.9977
H 0.2950 0.3466 8.9789
H 1.8231 -0.0725 8.4797
H -0.4406 -1.7854 9.1679
H 1.2046 -2.3859 9.2812
H 1.1387 -3.0163 7.1746
H 1.2638 -1.3511 6.6334
H -1.5982 -2.1692 7.3915
H -0.8582 -3.2893 6.2803
H -2.2031 -1.6376 5.1266
H -0.5426 -1.6668 4.5587
H -1.8857 0.4021 6.4808
H -1.0213 0.6666 3.4317
H -3.4253 1.7810 4.5697
H -3.3803 0.6282 3.3797
H -1.8076 3.2592 4.6246
H 0.0143 4.4052 5.9540
H -0.7361 3.6702 7.3468
H 2.1962 2.9377 6.7370
H 1.2122 2.7418 8.2383
H 0.6180 0.8388 6.9171
O -1.8744 0.1674 0.8763
P -1.2032 0.6929 -0.3864
N -1.7898 2.3196 -0.2746
C -2.0804 3.1842 -1.4029
C -1.0782 3.0860 0.7393
N -2.2008 -0.2966 -1.4626
C -3.2531 0.2809 -2.2996
C -2.8219 -1.4545 -0.8063
N -0.0894 1.1213 -1.7004
C -0.2505 0.8074 -3.1117
C 1.2620 0.6459 -1.2934
H -1.1688 3.5525 -1.8978
H -2.6258 4.0665 -1.0604
H -2.7067 2.7086 -2.1482
H -0.0360 3.2904 0.4432
H -1.0495 2.5448 1.6913
H -1.5596 4.0481 0.9337
H -3.9279 0.9404 -1.7369
H -3.8556 -0.5123 -2.7454
H -2.8766 0.8181 -3.1677
H -3.7016 -1.1638 -0.2186
H -2.1279 -1.9804 -0.1538
H -3.1618 -2.1802 -1.5493
H -0.4567 -0.2484 -3.3025
H 0.6596 1.0585 -3.6627
H -1.0038 1.4393 -3.5758
H 1.3032 -0.4483 -1.2572
H 1.5145 1.0259 -0.2960
H 2.0369 1.0012 -1.9718
O -0.0687 -0.9240 -6.4224
P 0.6957 -2.0978 -7.0312
N 2.2353 -1.3295 -6.7524
C 3.3987 -1.4342 -7.6100
C 2.6606 -1.4589 -5.3641
N 0.0649 -1.7662 -8.6575
C 0.8639 -1.1006 -9.6859
C -1.2252 -1.0655 -8.6628
N 1.6049 -3.5316 -7.6011
C 1.7889 -3.9602 -8.9769
C 1.0803 -4.7033 -6.8477
H 3.8889 -2.4185 -7.5405
H 4.1447 -0.6948 -7.3098
H 3.1751 -1.2356 -8.6517
H 2.9307 -2.4994 -5.1144
H 1.8648 -1.1517 -4.6806
H 3.5281 -0.8318 -5.1444
H 1.3394 -0.1796 -9.3219
H 0.2340 -0.8377 -10.5381
H 1.6238 -1.7365 -10.1323
H -1.1045 0.0058 -8.4622
H -1.9210 -1.4776 -7.9346
H -1.7072 -1.1542 -9.6402
H 0.8552 -4.0330 -9.5421
H 2.2534 -4.9500 -8.9911
H 2.5062 -3.3286 -9.4937
H 0.0431 -4.9224 -7.1254
H 1.1056 -4.5033 -5.7701
H 1.6818 -5.5963 -7.0169
*
```

Summary:
F_max   9.12 eV/Å
Electronic energy   -3183.57584 hartree
HOMO-LUMO gap   0.17776 hartree

***

4.
This record from OMol25 describes C5H13N3O as an isolated structure. The level of theory is ωB97M-V with the def2-TZVPD basis set.

The geometry in ORCA input format:
```
! wB97M-V def2-TZVPD RIJCOSX def2/J DEFGRID3
* xyz 0 1
C -1.3680 -0.6442 0.7313
C -2.7440 -0.5909 0.0830
N -0.3118 -0.4985 -0.2572
H -0.4716 -0.9965 -1.1223
H -0.2294 1.3359 -0.8621
H -1.2422 -1.5876 1.2791
H -1.2629 0.1701 1.4601
H -2.8995 0.3562 -0.4345
H -3.5217 -0.6911 0.8396
H -2.8609 -1.4022 -0.6376
C 2.0277 -0.7563 -0.9738
C 1.2930 1.2679 0.8223
C 1.1158 -0.5872 0.2354
N 0.3577 2.1675 -0.5735
N 1.4712 -1.2638 1.2926
O 2.1997 1.8179 1.2773
H 0.9718 2.5024 -1.3064
H -0.1601 2.9324 -0.1556
H 0.8763 -1.1024 2.1003
H 3.0655 -0.7111 -0.6540
H 1.8434 -1.7336 -1.4193
H 1.8500 0.0153 -1.7246
*
```

Summary:
F_max   3.38 eV/Å
Electronic energy   -437.71053 hartree
ΔE to the lowest compared entry with this formula, charge and spin   3.906 eV
HOMO-LUMO gap   0.29899 hartree